[1]
Here is a cluster of 2 separate species, C3H7O2P in total from the Open Molecules 2025 dataset. Energies are from ωB97M-V with the def2-TZVPD basis set.

Each line ends with the Löwdin charge.
Geometry (Å):
C  0.17045  -0.47156  1.21294  -0.082
C  0.83400  1.05673  -0.72874  -0.119
C  0.22521  -0.33525  -0.30553  -0.469
O  -2.91691  -0.17746  0.76270  -0.633
O  0.45919  -1.17513  -1.38665  -0.041
P  -2.48147  0.31020  -0.55667  0.818
H  0.59949  0.45098  1.57408  0.064
H  -0.89194  -0.51651  1.49582  0.030
H  0.77458  -1.32842  1.53976  0.086
H  0.74650  1.31014  -1.79986  0.067
H  1.95290  1.12685  -0.47082  0.093
H  0.36089  1.84473  -0.04836  0.079
H  0.16710  -2.09531  -1.28867  0.108

As for the spin multiplicity: 1. As for the HOMO energy (spin up / spin down): -6.91 / -6.91 eV. Its net charge is 0. Its energy relative to the best compared isomer or geometry (same formula, charge and spin) is 80.2 kcal per mole. The lowest unoccupied orbital energy (spin up / spin down) is -0.5146 / -0.6593 eV. Its gap between HOMO and LUMO (spin up / spin down) is 6.4 / 6.3 eV.

=====

[2]
Here is a structure of composition C21H22ClHfN2O7 from the Open Molecules 2025 dataset. Energies are from ωB97M-V with the def2-TZVPD basis set.

Each line ends with the Löwdin charge.
Geometry (Å):
Hf  -0.09644  0.05814  -0.22273  1.812
C  -1.73730  -1.37208  3.94799  0.019
C  -1.00802  -1.13836  2.67120  -0.227
N  -0.55788  -0.01378  2.25063  -0.039
O  -0.81774  1.05898  3.07507  0.005
C  -0.83956  -2.27736  1.70650  -0.223
C  -1.19930  -3.69192  1.98894  0.015
N  -0.40299  -1.79197  0.61916  -0.243
O  -0.17106  -2.13664  -0.62776  -0.137
H  -1.96422  -0.43953  4.45283  0.085
H  -1.13131  -1.99251  4.61230  0.108
H  -2.65993  -1.91877  3.74986  0.102
H  -0.33901  1.79734  2.67497  0.108
H  -0.80669  -4.00912  2.95438  0.096
H  -0.79877  -4.33430  1.20779  0.095
H  -2.28450  -3.81263  2.00830  0.103
C  1.01731  0.13593  -4.45926  0.019
C  1.24976  0.20251  -2.98307  -0.291
O  0.21298  0.39500  -2.27943  -0.082
C  2.56788  0.08040  -2.43061  -0.088
C  3.66478  -0.09628  -3.31047  -0.011
C  4.94962  -0.16377  -2.85574  -0.055
C  5.19533  -0.04744  -1.47958  -0.027
C  4.15961  0.12444  -0.59511  0.008
C  2.83362  0.18042  -1.03662  -0.279
O  1.88494  0.32746  -0.11514  -0.184
H  -0.04710  0.22314  -4.65286  0.098
H  1.38557  -0.80940  -4.85849  0.108
H  1.54477  0.94179  -4.97084  0.110
H  3.48456  -0.17805  -4.37246  0.115
H  5.76719  -0.30100  -3.54878  0.115
H  6.21016  -0.09326  -1.10650  0.121
H  4.33517  0.21557  0.46848  0.127
C  -4.67949  3.39476  -3.65598  -0.024
C  -5.27184  2.37380  -2.72484  -0.191
C  -6.37816  1.62041  -3.07951  -0.056
C  -6.91940  0.69507  -2.19757  -0.669
Cl  -8.30688  -0.23036  -2.67071  0.677
C  -6.36004  0.50387  -0.95174  -0.098
C  -5.24560  1.24670  -0.58123  -0.015
C  -4.71477  2.17624  -1.45799  -0.217
O  -3.63710  2.99283  -1.17806  -0.017
C  -3.00570  2.90621  0.07272  -0.080
C  -1.93456  1.84354  0.02121  -0.535
O  -2.22443  0.61770  -0.17380  -0.058
O  -0.69830  2.14510  0.13239  -0.077
H  -5.19918  3.39283  -4.61195  0.082
H  -3.62126  3.19524  -3.83095  0.084
H  -4.74797  4.39536  -3.22636  0.091
H  -6.83099  1.75742  -4.05292  0.116
H  -6.78376  -0.22285  -0.27251  0.109
H  -4.79873  1.06200  0.38520  0.104
H  -3.70380  2.68465  0.88278  0.140
H  -2.53338  3.86713  0.25761  0.148

As for the spin multiplicity: 1. As for the HOMO energy: -10.51 eV. Its net charge is +1. The lowest unoccupied orbital energy is -3.8391 eV. Its gap between HOMO and LUMO is 6.7 eV.

=====

[3]
Here is a cluster of 2 separate species, C14H25FNO3PSSi in total from the Open Molecules 2025 dataset. Energies are from ωB97M-V with the def2-TZVPD basis set.

Each line ends with the Löwdin charge.
Geometry (Å):
C  1.85430  0.48858  1.95235  -0.031
C  0.53554  -0.14008  1.56238  -0.456
F  0.82901  -1.23929  0.72954  -0.074
C  -0.40518  0.79930  0.83163  -0.203
Si  -1.79706  -0.19577  -0.00153  0.500
N  -2.22283  -1.54109  1.03735  -0.048
C  -3.32130  0.85707  -0.30893  -0.227
C  -4.66303  0.16696  -0.22566  -0.281
C  -4.88328  -1.12739  -0.68556  -0.063
C  -6.13869  -1.72774  -0.61437  -0.075
C  -7.21106  -1.03236  -0.06782  -0.097
C  -7.00780  0.26833  0.37772  -0.093
C  -5.75551  0.86749  0.29975  -0.052
P  -1.02065  -0.90162  -2.00452  0.096
O  0.57015  -0.59921  -2.01433  -0.267
O  -1.17379  -2.51091  -2.12876  -0.255
S  -1.90398  -0.04579  -3.49260  0.267
H  1.66830  1.34979  2.58222  0.089
H  2.38335  0.75464  1.04410  0.072
H  2.43930  -0.26060  2.47511  0.082
H  0.05155  -0.56625  2.43805  0.123
H  0.16539  1.36604  0.09941  0.086
H  -0.81894  1.47659  1.57528  0.088
H  -1.59262  -2.32722  0.96323  0.026
H  -2.26494  -1.25066  2.00422  0.041
H  -3.30065  1.67623  0.40810  0.075
H  -3.26614  1.31316  -1.29579  0.056
H  -4.07693  -1.70024  -1.11404  0.088
H  -6.25638  -2.73429  -0.97800  0.099
H  -8.18284  -1.48690  0.01087  0.094
H  -7.83581  0.82580  0.78953  0.096
H  -5.61776  1.87917  0.64524  0.104
H  0.97666  -1.18694  -2.66620  0.074
H  -0.74503  -2.95570  -1.38270  0.065
C  6.50698  -0.05728  -0.59996  -0.170
C  7.14551  1.28232  -0.24278  -0.171
C  5.93596  2.20630  -0.23248  -0.204
O  4.82170  1.40823  0.17640  -0.155
C  5.18428  0.02484  0.14867  -0.214
H  7.10366  -0.91943  -0.30649  0.111
H  6.32935  -0.11501  -1.67600  0.114
H  7.59078  1.23137  0.75330  0.113
H  7.91458  1.60362  -0.94315  0.111
H  5.73215  2.60465  -1.23198  0.118
H  6.04536  3.04354  0.45737  0.116
H  5.29114  -0.32608  1.18127  0.117
H  4.38721  -0.54614  -0.32940  0.115

As for the spin multiplicity: 1. As for the HOMO energy: -8.59 eV. Its net charge is 0. Its SMILES is C[C@H](F)C[Si@@](N)(Cc1ccccc1)P(O)(O)=S.C1CCOC1. The lowest unoccupied orbital energy is 0.3401 eV. Its gap between HOMO and LUMO is 8.9 eV.

=====

[4]
Here is a cluster of 2 separate species, C5H8O4 in total from the Open Molecules 2025 dataset. Energies are from ωB97M-V with the def2-TZVPD basis set.

Each line ends with the Löwdin charge.
Geometry (Å):
C  1.08369  -1.40122  -1.60947  -0.058
C  2.24699  -0.47512  -1.97777  -0.758
O  2.17752  0.13859  -3.06588  -0.128
O  3.19955  -0.40027  -1.07179  -0.197
H  0.33509  -1.55063  -2.43880  0.078
H  0.60243  -1.03059  -0.73335  0.013
H  1.45622  -2.33514  -1.20771  0.052
C  -0.61446  0.45286  1.20086  -0.230
C  -1.23776  1.78047  0.86045  -0.137
C  -1.59706  -0.58524  1.71044  -0.820
O  -1.49935  -1.01086  2.82939  -0.053
O  -2.45184  -0.86723  0.80490  -0.136
H  -0.03266  -0.00840  0.39578  0.069
H  0.20952  0.49762  1.95726  0.106
H  -0.31791  2.58172  0.95821  0.095
H  -2.10803  2.07370  1.51367  0.074
H  -1.45194  2.13973  -0.12620  0.029

As for the spin multiplicity: 1. As for the HOMO energy: -1.21 eV. Its net charge is -2. Its energy relative to the best compared isomer or geometry (same formula, charge and spin) is 31.5 kcal per mole. The lowest unoccupied orbital energy is 6.5303 eV. Its gap between HOMO and LUMO is 7.7 eV.

=====

[5]
Here is a cluster of 2 separate species, C29H50BIN3O9S2Si in total from the Open Molecules 2025 dataset. Energies are from ωB97M-V with the def2-TZVPD basis set.

Each line ends with the Löwdin charge.
Geometry (Å):
C  -4.47507  -1.73285  -1.64172  -0.154
Si  -2.91572  -1.11150  -0.96642  0.422
C  -2.89637  0.67188  -0.55644  -0.116
C  -1.56154  -1.46723  -2.25100  -0.142
O  -2.53582  -1.86482  0.51927  -0.245
C  -2.27968  -3.24949  0.63064  -0.225
C  -1.22957  -3.44982  1.76329  -0.062
C  0.24002  -3.37156  1.30368  -0.306
B  0.61915  -4.49115  0.21512  -0.598
N  0.97459  -4.17125  -1.11283  0.236
O  0.68945  -5.80698  0.59926  0.171
C  0.50776  -1.94967  0.81656  -0.040
N  1.01694  -1.05045  1.89997  0.037
C  0.91384  0.34777  1.33702  -0.098
C  1.35341  1.54852  2.16689  -0.250
C  0.44620  2.75706  1.94600  -0.472
S  0.13737  3.17102  0.22879  1.003
C  1.72829  3.60848  -0.37866  -1.043
S  2.99647  4.04183  0.58015  0.676
N  1.77499  3.64006  -1.74825  -0.149
C  3.11812  3.38784  -2.32377  -0.172
C  3.11396  3.37965  -3.83139  -0.197
O  2.12245  2.51603  -4.35252  -0.125
C  0.86708  3.05076  -3.96869  -0.179
C  0.67409  2.95984  -2.47925  -0.175
C  2.36151  -1.53028  2.41356  -0.335
C  3.49755  -0.97626  1.55630  -0.095
C  3.68033  -1.39694  0.08212  -0.131
C  3.40711  -0.25054  -0.89386  -0.273
O  4.30709  -0.29063  -1.98258  -0.044
C  2.54449  -1.05026  3.86360  -0.140
C  1.47132  -1.43744  4.88279  -0.280
C  0.31865  -0.46575  5.08768  -0.654
I  0.88736  1.30113  6.11181  0.862
C  2.33615  -3.07614  2.40557  -0.106
O  1.03932  -3.60857  2.49497  -0.071
H  -4.60681  -1.31358  -2.63310  0.028
H  -4.63162  -2.81900  -1.65738  0.036
H  -5.27384  -1.28446  -1.04633  0.038
H  -2.77686  1.23374  -1.47776  0.024
H  -2.07523  0.93453  0.11664  0.000
H  -3.83007  0.98874  -0.09438  0.059
H  -1.71303  -0.71939  -3.03059  0.038
H  -1.71762  -2.44376  -2.72043  0.031
H  -0.52926  -1.40915  -1.91701  -0.011
H  -1.91649  -3.65307  -0.32146  0.114
H  -3.19159  -3.79630  0.86568  0.124
H  -1.40359  -4.36189  2.33698  0.125
H  -1.40729  -2.62654  2.46029  0.125
H  0.63375  -3.31031  -1.51717  0.064
H  0.88441  -4.91398  -1.78914  0.099
H  0.22132  -6.00339  1.41037  0.100
H  1.19364  -1.84881  -0.01398  0.107
H  -0.43662  -1.53094  0.51394  0.108
H  0.34381  -1.11015  2.66210  0.148
H  1.45131  0.32173  0.39645  0.100
H  -0.13957  0.43706  1.08054  0.113
H  1.36495  1.35958  3.23997  0.031
H  2.36509  1.83035  1.88256  0.050
H  -0.56148  2.57692  2.32408  0.089
H  0.84614  3.61552  2.48035  0.071
H  3.78717  4.18138  -1.99929  0.095
H  3.50802  2.45754  -1.91442  0.099
H  2.91851  4.39624  -4.18993  0.127
H  4.08310  3.05531  -4.20177  0.128
H  0.08476  2.48780  -4.47039  0.137
H  0.80695  4.08835  -4.31045  0.134
H  -0.28015  3.41453  -2.21586  0.105
H  0.64861  1.90254  -2.19527  0.116
H  4.39773  -1.25195  2.10823  0.135
H  3.45091  0.11041  1.60694  0.104
H  4.72050  -1.68039  -0.07256  0.123
H  3.10034  -2.27627  -0.19223  0.093
H  2.37773  -0.25218  -1.26358  0.113
H  3.54421  0.69381  -0.35983  0.101
H  3.83295  -0.21027  -2.81139  0.089
H  3.48233  -1.51098  4.17425  0.127
H  2.72329  0.02526  3.89918  0.094
H  1.96205  -1.53660  5.85072  0.102
H  1.05756  -2.42131  4.64991  0.114
H  -0.15525  -0.10880  4.17625  0.026
H  -0.45892  -0.90337  5.70417  0.046
H  2.85618  -3.41578  3.29979  0.144
H  2.88112  -3.48357  1.54896  0.139
C  -3.86531  2.81869  -2.98149  -0.067
C  -4.60988  1.64103  -2.89783  -0.428
C  -5.84750  1.61031  -1.91073  -0.411
O  -6.54118  0.55945  -1.85274  -0.080
C  -6.08408  2.75315  -1.14729  -0.041
C  -5.32137  3.95179  -1.21724  -0.408
C  -4.14113  3.99338  -2.24563  -0.409
O  -3.50180  5.04481  -2.35828  -0.043
O  -5.51817  4.95137  -0.52325  -0.035
O  -4.31738  0.60926  -3.54663  -0.082
H  -3.01476  2.86537  -3.66328  0.086
H  -6.91186  2.70394  -0.44592  0.089

As for the spin multiplicity: 1. As for the HOMO energy: -2.35 eV. Its net charge is -1. The lowest unoccupied orbital energy is 0.9864 eV. Its gap between HOMO and LUMO is 3.3 eV.

=====

[6]
Here is a cluster of 8 separate species, C4H22F2N8O6 in total from the Open Molecules 2025 dataset. Energies are from ωB97M-V with the def2-TZVPD basis set.

Each line ends with the Löwdin charge.
Geometry (Å):
O  -1.41669  -2.05467  0.27618  0.169
H  -1.74264  -2.09766  -0.63308  0.141
H  -0.40192  -2.09848  0.28874  0.075
H  -1.69651  -1.12776  0.66465  0.063
O  0.29084  1.13139  0.52948  0.163
H  -0.68414  0.87589  0.53589  0.069
H  0.74548  0.61000  -0.18313  0.105
H  0.69215  0.87019  1.42903  0.067
F  -2.10778  0.24937  0.80706  -0.418
F  1.01064  -1.51476  -0.10561  -0.480
C  0.21818  1.12460  -2.85684  -0.664
O  1.14492  1.52265  -2.16526  0.026
N  0.41895  0.42761  -4.01389  0.160
N  -1.08448  1.33165  -2.48730  0.162
H  1.33573  0.29639  -4.39300  0.106
H  -0.35576  -0.04489  -4.44121  0.090
H  -1.20033  1.81628  -1.61833  0.094
H  -1.77786  1.08358  -3.16369  0.083
C  1.25795  -0.35820  3.38105  -0.605
O  1.43640  0.69412  2.75927  0.024
N  1.06909  -1.52362  2.67059  0.167
N  1.11841  -0.47691  4.71979  0.181
H  0.88128  -2.38496  3.15008  0.103
H  1.38404  -1.54811  1.70560  0.044
H  1.17649  0.35088  5.28453  0.117
H  1.19012  -1.39209  5.12021  0.104
C  -4.92390  2.04965  -1.00417  -0.668
O  -5.58340  2.62038  -1.85047  0.025
N  -3.90062  1.17307  -1.31689  0.130
N  -5.02115  2.24182  0.35235  0.149
H  -3.73218  0.81460  -2.23009  0.075
H  -3.30068  0.96371  -0.52880  0.035
H  -4.56557  1.58485  0.96113  0.083
H  -5.61894  2.93322  0.75898  0.100
C  4.69332  -1.12953  -0.18575  -0.676
O  5.86796  -0.92630  0.11497  0.001
N  3.64824  -0.79485  0.63058  0.153
N  4.34038  -1.66986  -1.39676  0.146
H  3.96117  -0.47206  1.52714  0.099
H  2.71108  -1.09177  0.38949  0.025
H  3.42232  -2.05950  -1.52021  0.081
H  5.09938  -1.99992  -1.96230  0.095

As for the spin multiplicity: 1. As for the HOMO energy: -9.26 eV. Its net charge is 0. Its energy relative to the best compared isomer or geometry (same formula, charge and spin) is 0.0 kcal per mole. The lowest unoccupied orbital energy is -0.1814 eV. Its gap between HOMO and LUMO is 9.1 eV.

=====

[7]
Here is an isolated molecule of C5H6O2S from the Open Molecules 2025 dataset. Energies are from ωB97M-V with the def2-TZVPD basis set.

Each line ends with the Löwdin charge.
Geometry (Å):
C  1.36789  -1.68181  -0.71289  -0.573
C  0.58812  0.42314  0.90450  -0.561
C  -0.89424  -0.03246  0.87324  -0.166
C  -1.39653  0.64632  -0.37380  -0.076
C  -0.40941  1.38470  -0.87764  -0.139
H  0.54613  -1.22848  -1.24974  0.084
H  0.82311  0.95484  1.81959  0.105
H  -0.99783  -1.12220  0.80420  0.105
H  -1.42293  0.28968  1.79149  0.121
H  -2.37764  0.51887  -0.76552  0.096
H  -0.38070  2.05355  -1.70770  0.122
O  1.96365  -2.63011  -1.14607  -0.019
O  0.75708  1.33799  -0.17430  -0.104
S  1.83331  -0.91404  0.81464  1.004

As for the spin multiplicity: 1. As for the HOMO energy: -9.07 eV. Its net charge is 0. Its energy relative to the best compared isomer or geometry (same formula, charge and spin) is 23.0 kcal per mole. Its SMILES is O=CS[C@@H]1CC=CO1. The lowest unoccupied orbital energy is 0.7207 eV. Its gap between HOMO and LUMO is 9.8 eV.

=====

[8]
Here is a cluster of 2 separate species, C4H11N3O2 in total from the Open Molecules 2025 dataset. Energies are from ωB97M-V with the def2-TZVPD basis set.

Each line ends with the Löwdin charge.
Geometry (Å):
C  0.70747  2.41368  -0.32500  -0.122
C  1.38322  -0.42898  0.27637  -0.288
O  0.37524  1.16605  -0.90522  -0.234
O  1.76265  -0.09328  1.36559  0.084
H  2.03867  -0.60629  -0.59106  0.143
H  -0.19792  2.95655  -0.03840  0.074
H  1.29626  2.27325  0.58619  0.076
H  1.28347  2.98070  -1.05785  0.085
C  -0.56268  -1.64098  1.24263  -0.043
N  0.04908  -1.03885  0.05986  -0.276
N  -0.04120  -1.88522  -1.08570  0.073
C  -1.01095  0.57081  -0.49164  -0.281
N  -1.67244  1.14742  0.42060  0.093
H  0.18916  -1.31854  -1.89940  0.084
H  0.64630  -2.63286  -1.02088  0.092
H  -2.65128  1.28407  0.20408  0.057
H  -1.42319  0.18269  -1.42691  0.127
H  -0.97120  -0.85726  1.87411  0.077
H  -1.38671  -2.30046  0.98398  0.091
H  0.18606  -2.17249  1.82864  0.088

As for the spin multiplicity: 1. As for the HOMO energy: -9.18 eV. Its net charge is 0. Its energy relative to the best compared isomer or geometry (same formula, charge and spin) is 107.0 kcal per mole. Its SMILES is [H]/N=C/OC.CN(N)C=O. The lowest unoccupied orbital energy is 0.7625 eV. Its gap between HOMO and LUMO is 9.9 eV.